DFT (ωB97M-V/def2-TZVPD) results for a molecular structure, C16H50N2O10.

Its orbital gap is 8.387 eV. The calculation puts the HOMO energy at -8.113 eV. As for the multiplicity: 1. The net charge is 0. As for the calculated total energy: -1500.84449 Eh.

Each line ends with the Löwdin charge.
CARTESIAN COORDINATES (ANGSTROEM)
O 5.09713 -3.51648 -3.38827  -0.19
O -1.39447 1.61818 2.43779  -0.05
O -1.02711 -0.12584 0.59097  -0.10
O 1.17340 -2.42735 1.91217  -0.14
O -0.95223 -0.38885 3.21444  -0.16
O 0.62372 4.79833 1.72392  -0.17
O -2.34584 -1.55881 -0.12487  -0.05
O -2.52539 -1.39872 1.91819  0.03
O -3.04362 4.31937 -0.57866  -0.15
O -1.35398 0.77878 -1.81318  -0.20
N 2.79291 -3.87777 -0.52261  -0.08
N -1.09927 2.79677 0.64548  -0.04
C 1.11705 5.65244 2.78492  -0.07
C 5.80548 -4.69509 -3.78535  -0.10
C -1.52358 2.31954 -0.60583  -0.24
C 0.73602 3.46841 2.12918  -0.22
C -0.13970 -2.21860 2.38759  -0.13
C 4.17467 -3.86827 -1.19146  -0.15
C -2.82793 5.10049 -1.71611  -0.14
C 3.89325 -3.64588 -2.68549  -0.24
C 2.88352 -3.87427 0.88495  -0.24
C -3.33477 -1.07180 -0.94652  -0.30
C 0.03056 0.55674 -2.02010  -0.26
C -2.90269 2.92721 -0.94739  -0.14
C 1.50969 -3.74423 1.65882  -0.22
C 0.34662 -0.85844 -1.74872  -0.06
C 0.30580 2.69839 0.87791  -0.15
C -4.09898 0.02017 -0.37358  -0.05
H -4.71578 0.31064 -1.22405  0.10
H -0.14312 -1.24159 -0.85347  0.08
H -1.41261 3.75680 0.66165  0.15
H -3.46658 0.87433 -0.13160  0.05
H 1.62415 -4.32782 2.57228  0.11
H 2.19831 5.57324 2.89765  0.09
H -1.63124 1.23568 -0.56401  0.04
H -4.77238 -0.23703 0.44402  0.10
H -1.17133 2.08145 1.63044  -0.16
H 4.80699 -3.11996 -0.71363  0.12
H -0.94970 0.35953 2.61765  -0.06
H 3.16294 -4.27707 -3.19178  0.13
H 0.65160 1.04010 -1.26593  0.11
H -1.68637 -1.01580 1.66204  0.00
H 0.73088 6.66400 2.65955  0.09
H -0.25309 -2.39244 3.45766  0.11
H 3.38739 -4.80748 1.13662  0.11
H 5.11087 -5.29307 -4.37530  0.08
H 0.39584 0.93485 -2.97493  0.14
H -0.17787 -1.46833 -2.48427  0.09
H 0.08643 3.03850 2.89162  0.11
H -3.96822 -1.91979 -1.20680  0.13
H -2.00365 4.79325 -2.35974  0.09
H 3.63044 -3.15953 1.23041  0.11
H 2.26343 -3.07269 -0.82526  0.08
H 1.68833 3.20921 2.59181  0.13
H -3.66115 2.43626 -0.33764  0.10
H -0.98592 -2.76901 1.97642  0.10
H -1.65718 2.30897 3.04610  0.09
H 4.59241 -4.87407 -1.14702  0.11
H 1.39852 -1.09842 -1.90371  0.08
H 6.49308 -4.35540 -4.55990  0.08
H -3.58361 5.17987 -2.49762  0.08
H 3.43329 -2.65956 -2.74653  0.11
H -0.83854 2.57483 -1.41432  0.14
H -2.65250 -1.52421 0.78417  -0.14
H 0.60225 5.31531 3.68459  0.08
H -1.74223 -0.48905 0.06855  -0.11
H 6.43733 -5.32047 -3.15466  0.08
H -0.72029 0.62774 0.08677  0.02
H -0.42216 -1.18049 2.21259  0.00
H -3.13275 2.69405 -1.98700  0.13
H -2.75023 -0.84577 -1.83833  0.11
H -1.03803 -0.00101 4.08533  0.10
H 0.68259 -4.20203 1.11619  0.12
H -2.64895 6.12410 -1.38704  0.09
H 0.80609 3.19005 0.04360  0.14
H -1.65016 0.75497 -2.72605  0.14
H 0.56014 1.64107 0.95201  0.14
H -2.82792 -0.85114 2.64266  0.12